Entry 1:
The following is a quantum chemistry calculation of a gas-phase ion, C29H30ClFNO3S (charge -1) at a distorted geometry, from OMol25.

Relative energy (zero: lowest compared OMol25 entry of this formula, charge and spin): 42.69 kcal/mol
HOMO level: -3.47 eV
SMILES: CC(C)(C)c1cc([C@H](c2cccc(F)c2)[C@H](Cl)S(=O)(=O)c2ccc(C#N)cc2)cc(C(C)(C)C)c1[O-]
Charge: -1

XYZ file:
```
66
Properties=species:S:1:pos:R:3:nbo_charge:R:1
C 3.0232 4.2284 -2.1516 -0.608
C 2.6870 2.7711 -2.4911 -0.078
C 2.0697 2.7437 -3.8911 -0.598
C 3.9917 1.9746 -2.4900 -0.609
C 1.7619 2.1799 -1.4361 -0.140
C 0.6899 1.3844 -1.8119 -0.224
C -0.2717 1.0151 -0.8590 -0.118
C -1.2027 -0.2349 -1.1069 -0.362
C -2.6014 0.0226 -0.5362 0.044
C -3.5291 0.4238 -1.4696 -0.230
C -4.8290 0.7309 -1.0659 -0.186
C -5.1327 0.6617 0.2825 -0.315
C -4.1963 0.2415 1.1772 0.402
F -4.4327 0.3085 2.5257 -0.343
C -2.8748 -0.1127 0.8216 -0.305
C -0.7971 -1.4871 -0.5163 -0.311
Cl -0.0045 -1.5719 1.1534 -0.083
S -0.0309 -3.4866 -0.9426 2.077
O 1.3846 -3.3291 -0.6967 -0.886
O -0.4710 -3.6325 -2.2995 -0.955
C -0.6433 -4.8522 0.0084 -0.328
C -0.4448 -4.9527 1.3717 -0.113
C -0.9764 -6.0527 2.0551 -0.171
C -1.6492 -7.0344 1.2983 -0.164
C -2.1891 -8.2097 1.9654 0.280
N -2.6612 -9.1752 2.4305 -0.315
C -1.8082 -6.9370 -0.1034 -0.165
C -1.3159 -5.8000 -0.7264 -0.172
C -0.2595 1.6121 0.4038 -0.158
C 0.9221 2.1392 0.9072 -0.151
C 1.1131 2.4439 2.4094 -0.074
C 2.1716 1.4866 2.9889 -0.614
C -0.1733 2.2872 3.2211 -0.604
C 1.6352 3.8787 2.6274 -0.611
C 2.0515 2.3325 -0.0058 0.496
O 3.2110 2.5958 0.4082 -0.765
H 3.5339 4.2710 -1.1848 0.244
H 3.6813 4.6463 -2.9263 0.183
H 2.1102 4.8336 -2.0948 0.199
H 1.9262 1.7225 -4.2537 0.196
H 1.1033 3.2584 -3.9128 0.207
H 2.7301 3.2529 -4.6036 0.197
H 3.7883 0.9313 -2.7546 0.196
H 4.7075 2.4061 -3.2032 0.181
H 4.4033 2.0034 -1.4761 0.251
H 0.7076 0.9043 -2.7957 0.194
H -1.3488 -0.1179 -2.1882 0.260
H -3.2675 0.3895 -2.5179 0.205
H -5.5006 1.0982 -1.8121 0.208
H -6.0953 1.0034 0.6637 0.220
H -2.2016 -0.5774 1.5325 0.250
H -0.0544 -1.4223 -1.3391 0.231
H 0.0974 -4.1952 1.8985 0.246
H -0.8464 -6.1797 3.1447 0.236
H -2.2830 -7.7573 -0.6673 0.236
H -1.4656 -5.6759 -1.7802 0.256
H -1.0346 1.4068 1.1309 0.198
H 3.1165 1.6408 2.4543 0.251
H 2.3304 1.6493 4.0687 0.184
H 1.8444 0.4537 2.8232 0.199
H -0.9573 2.9409 2.8273 0.205
H -0.5238 1.2517 3.1941 0.201
H -0.0204 2.5490 4.2803 0.200
H 0.9291 4.6080 2.2113 0.195
H 1.7710 4.1027 3.7005 0.183
H 2.6013 4.0081 2.1246 0.245
```


Entry 2:
The following is a quantum chemistry calculation of C29H30F3N3O4S in the gas phase at a distorted geometry, from OMol25.

HOMO level: -7.32 eV
SMILES: CN1CCCc2cc(C(c3ccc4c(c3)CCCN4C)[C@H](c3ccc([N+](=O)[O-])cc3)S(=O)(=O)C(F)(F)F)ccc21
Charge: 0

XYZ file:
```
70
Properties=species:S:1:pos:R:3:nbo_charge:R:1
C -3.4137 3.2836 -3.7511 -0.396
N -2.1798 2.6036 -4.0883 -0.425
C -1.4325 3.2350 -5.1588 -0.200
C -0.3426 2.3290 -5.6959 -0.401
C 0.5759 1.8518 -4.5629 -0.437
C -0.1938 1.4322 -3.3500 0.003
C 0.4238 0.7673 -2.2965 -0.201
C -0.3434 0.0878 -1.3359 -0.087
C 0.4131 -0.5037 -0.1150 -0.222
C -0.3138 -1.6548 0.6067 -0.094
C -1.6027 -1.4817 1.1566 -0.198
C -2.0829 -2.3938 2.0732 -0.280
C -1.3530 -3.5645 2.3613 0.182
C -0.1643 -3.8343 1.6380 -0.005
C 0.3648 -2.8600 0.8237 -0.167
C 0.5571 -5.1232 1.8122 -0.436
C -0.2128 -6.1474 2.6372 -0.401
C -0.8258 -5.4595 3.8430 -0.195
N -1.6699 -4.3403 3.4473 -0.421
C -2.5691 -3.8523 4.4622 -0.398
C 1.0913 0.5466 0.9389 -0.407
C 1.9694 1.7560 0.4368 -0.025
C 1.2779 2.9397 0.0709 -0.142
C 1.9007 4.1514 -0.1875 -0.202
C 3.3042 4.2302 -0.2265 0.020
N 3.9601 5.4989 -0.4296 0.506
O 5.1981 5.5423 -0.3381 -0.372
O 3.2739 6.5232 -0.5948 -0.374
C 4.0225 3.0873 0.1730 -0.176
C 3.3789 1.8875 0.4725 -0.185
S 1.9861 -0.1551 2.5213 2.041
O 3.0442 0.7577 2.8828 -0.900
O 2.1971 -1.5538 2.4113 -0.895
C 0.7264 0.0821 3.9482 0.753
F 0.7120 -1.0232 4.7309 -0.309
F -0.5273 0.2153 3.4408 -0.325
F 0.9827 1.1485 4.6992 -0.293
C -1.7425 0.0507 -1.4848 -0.185
C -2.3684 0.9244 -2.3617 -0.270
C -1.5956 1.6494 -3.2888 0.179
H -3.9503 2.7723 -2.9488 0.212
H -3.2073 4.3135 -3.4148 0.185
H -4.0692 3.3615 -4.6316 0.196
H -2.1264 3.5676 -5.9451 0.202
H -0.9577 4.1447 -4.7598 0.172
H -0.7992 1.4601 -6.1701 0.205
H 0.2355 2.8580 -6.4563 0.218
H 1.2007 1.0189 -4.9174 0.221
H 1.2573 2.6669 -4.2935 0.211
H 1.4986 0.7837 -2.2189 0.213
H 1.4407 -0.8210 -0.4314 0.212
H -2.1424 -0.5492 0.9870 0.214
H -3.0338 -2.2158 2.5375 0.213
H 1.3653 -2.9987 0.4194 0.216
H 0.8021 -5.5504 0.8343 0.219
H 1.5192 -4.9333 2.3023 0.214
H 0.4388 -6.9523 2.9816 0.216
H -1.0107 -6.5841 2.0292 0.204
H -0.0120 -5.0881 4.4849 0.174
H -1.4368 -6.1351 4.4557 0.200
H -3.5334 -3.5626 4.0423 0.198
H -2.7404 -4.6458 5.1914 0.205
H -2.1584 -2.9907 5.0053 0.188
H 0.1912 1.0097 1.4381 0.248
H 0.1945 2.8228 -0.0374 0.217
H 1.3053 5.0344 -0.3992 0.249
H 5.1071 3.1871 0.2395 0.251
H 4.0156 1.0431 0.6682 0.231
H -2.3702 -0.6376 -0.9240 0.226
H -3.4502 0.9867 -2.3904 0.212
```


Entry 3:
The following is a quantum chemistry calculation of a molecular structure, C29H30N2O6PPt, from OMol25.

HOMO level (alpha / beta): -4.25 / -4.25 eV
Charge: -1

XYZ file:
```
69
Properties=species:S:1:pos:R:3:nbo_charge:R:1
Pt -0.5376 -0.0232 0.1925 0.929
O 0.4845 3.9774 -0.5632 -0.663
C 0.1369 2.8877 -0.1279 0.751
O -0.0402 1.8360 -0.8509 -0.727
C -0.0571 2.7549 1.3941 0.085
C -0.0271 3.7769 2.3315 -0.216
C -0.2546 3.4330 3.6611 -0.203
C -0.5096 2.1152 4.0291 -0.162
C -0.5237 1.1624 3.0206 0.118
N -0.2800 1.5278 1.7891 -0.521
C -0.8102 -0.3424 3.1819 0.758
O -0.9254 -0.7791 4.3184 -0.663
O -0.8691 -1.0675 2.1162 -0.741
H 0.1661 4.7906 2.0125 0.232
H -0.2447 4.2083 4.4176 0.205
H -0.7145 1.8127 5.0455 0.226
C -0.1320 -3.1653 -0.9195 -0.616
C 1.2264 -2.8599 -0.2765 -0.338
C 2.2973 -3.6064 -1.0788 -0.619
C 1.2097 -3.3883 1.1582 -0.631
P 1.4123 -0.9984 -0.3006 1.129
C 1.7196 -0.6543 -2.0724 -0.408
C 0.6130 -0.3568 -2.8593 -0.099
C 0.7570 -0.1388 -4.2223 -0.233
C 2.0032 -0.2080 -4.8195 -0.193
C 3.1175 -0.5020 -4.0431 -0.236
C 2.9715 -0.7258 -2.6855 -0.201
C 2.9318 -0.4709 0.6650 -0.352
C 2.5365 -0.3086 2.1411 -0.613
C 4.1587 -1.3988 0.6348 -0.609
C 3.3344 0.9140 0.1455 -0.613
H -0.2822 -4.2486 -0.8923 0.198
H -0.1658 -2.8448 -1.9614 0.217
H -0.9579 -2.6806 -0.3923 0.243
H 2.0293 -4.6659 -1.0976 0.206
H 3.2893 -3.5321 -0.6382 0.205
H 2.3508 -3.2616 -2.1117 0.220
H 0.9231 -4.4425 1.1227 0.202
H 0.4926 -2.8569 1.7819 0.266
H 2.1929 -3.3366 1.6250 0.194
H -0.3771 -0.2726 -2.4187 0.255
H -0.1185 0.1027 -4.8090 0.216
H 2.1130 -0.0264 -5.8798 0.202
H 4.1001 -0.5554 -4.4949 0.204
H 3.8553 -0.9561 -2.1078 0.202
H 2.1622 -1.2236 2.5925 0.223
H 1.7793 0.4620 2.2648 0.232
H 3.4281 0.0054 2.6888 0.200
H 3.9688 -2.3290 1.1687 0.209
H 4.9706 -0.8882 1.1573 0.207
H 4.5200 -1.6545 -0.3583 0.201
H 2.4833 1.5918 0.0943 0.237
H 3.7829 0.8800 -0.8456 0.213
H 4.0642 1.3364 0.8400 0.204
O -3.1328 1.2679 2.2818 -0.597
C -3.3654 1.0861 1.1063 0.657
N -2.5303 0.5314 0.1576 -0.718
C -3.1583 0.5105 -1.0684 0.663
O -2.6893 0.1070 -2.1144 -0.603
C -4.5342 1.0836 -0.8997 -0.133
C -5.5587 1.2795 -1.8037 -0.175
C -6.7335 1.8417 -1.3148 -0.218
C -6.8636 2.1877 0.0281 -0.213
C -5.8220 1.9829 0.9275 -0.206
C -4.6630 1.4266 0.4263 -0.048
H -5.4433 1.0049 -2.8425 0.223
H -7.5624 2.0147 -1.9891 0.204
H -7.7930 2.6250 0.3694 0.204
H -5.9050 2.2448 1.9725 0.226
```


> What is the charge in the second record?

0


> Which of these has the highest charge?

C29H30F3N3O4S


> Which of these has the highest charge?

C29H30F3N3O4S